Computed, not measured: a 8-piece molecular cluster, C24H67ClN5O11 overall, with wB97M-V/def2-TZVPD.

Values from the calculation:
* HOMO: -6.512 eV
* total charge: -1
* LUMO: 2.54 eV
* 2S+1: 1
* Kohn-Sham gap: 9.1 eV
* energy above the lowest of the compared OMol25 structures with the same formula, charge and spin: 0.0 kcal per mole
* calculated total energy: -2515.91577 a.u.

```
108
Properties=species:S:1:pos:R:3:mulliken_charge:R:1
Cl -0.291 0.447 0.295 1.148
O 0.939 -0.212 -0.164 -0.550
O -0.140 1.872 0.179 -0.393
O -1.346 -0.050 -0.555 -0.678
O -0.506 -0.033 1.622 -0.539
C -3.221 4.975 3.536 -1.305
C -2.501 6.335 3.529 0.158
C -1.142 6.206 2.805 -0.633
O -1.530 5.890 1.458 -0.312
C -0.497 5.284 0.723 -0.629
N -3.430 7.316 2.974 -0.774
H -3.619 4.788 2.538 0.279
H -4.087 5.011 4.202 0.346
H -2.651 4.112 3.882 0.354
H -2.390 6.600 4.587 0.410
H -0.471 5.433 3.171 0.429
H -0.691 7.202 2.774 0.272
H -0.926 4.921 -0.211 0.213
H -0.008 4.451 1.234 0.240
H 0.311 5.952 0.392 0.348
H -3.553 7.017 2.001 0.355
H -2.888 8.176 2.850 0.281
C 4.706 0.092 0.166 -1.010
C 4.484 1.198 1.170 0.431
C 4.273 2.595 0.581 -0.668
O 3.798 3.513 1.522 -0.323
C 3.398 4.752 0.941 -0.531
N 3.377 0.742 2.024 -0.604
H 5.429 0.401 -0.612 0.424
H 3.857 -0.200 -0.451 -0.191
H 5.220 -0.760 0.605 0.368
H 5.341 1.308 1.844 0.264
H 3.598 2.556 -0.294 0.289
H 5.195 2.978 0.108 0.355
H 4.146 5.029 0.194 0.334
H 3.398 5.452 1.771 0.259
H 2.417 4.621 0.487 0.074
H 2.567 0.545 1.449 0.154
H 3.218 1.432 2.745 0.316
C -2.969 -4.559 -2.479 -1.507
C -1.571 -3.979 -2.450 0.285
C -1.402 -2.751 -3.410 -0.136
O -0.933 -3.242 -4.632 -0.375
C -0.671 -2.230 -5.577 -0.692
N -1.280 -3.584 -1.069 -0.389
H -3.133 -4.945 -3.490 0.457
H -3.786 -3.869 -2.263 0.228
H -3.027 -5.344 -1.724 0.338
H -0.793 -4.674 -2.762 0.358
H -0.775 -1.975 -2.957 0.049
H -2.407 -2.299 -3.472 0.339
H -0.908 -2.493 -6.607 0.287
H 0.394 -1.972 -5.597 0.161
H -1.194 -1.307 -5.315 0.314
H -0.316 -3.282 -0.967 0.239
H -1.859 -2.837 -0.705 0.042
C 3.133 -0.684 -3.572 -1.096
C 2.984 -2.137 -3.077 0.688
C 4.389 -2.699 -2.790 -0.807
O 4.348 -4.092 -2.559 -0.370
C 4.762 -4.414 -1.252 -0.703
N 2.043 -2.207 -1.963 -0.238
H 3.649 -0.042 -2.855 0.173
H 2.157 -0.213 -3.741 0.099
H 3.569 -0.546 -4.570 0.499
H 2.552 -2.710 -3.900 0.339
H 4.937 -2.116 -2.044 0.269
H 4.959 -2.505 -3.709 0.319
H 5.099 -5.450 -1.126 0.294
H 3.884 -4.447 -0.592 0.267
H 5.531 -3.800 -0.782 0.297
H 2.219 -1.584 -1.179 0.175
H 1.232 -1.734 -2.364 -0.156
C -3.896 -0.881 1.736 -1.742
C -3.940 -2.375 1.408 1.817
C -4.109 -3.226 2.649 -0.507
O -4.212 -4.608 2.344 -0.394
C -3.063 -5.239 1.785 -0.187
N -5.025 -2.527 0.432 -0.714
H -4.867 -0.623 2.171 0.482
H -3.663 -0.213 0.909 0.331
H -3.163 -0.600 2.497 0.203
H -2.998 -2.666 0.935 -0.720
H -5.022 -2.958 3.180 0.317
H -3.267 -2.975 3.306 0.238
H -2.266 -5.230 2.532 0.208
H -2.814 -4.791 0.822 -0.025
H -3.357 -6.271 1.587 0.235
H -4.970 -3.401 -0.072 0.211
H -5.186 -1.783 -0.226 0.269
C -0.444 -1.599 5.854 -1.328
C -0.344 -1.581 4.343 0.414
O -0.395 -2.918 3.875 -0.588
H -0.239 -0.636 6.313 0.354
H 0.317 -2.321 6.176 0.291
H -1.378 -2.053 6.189 0.311
H 0.613 -1.149 4.036 0.264
H -1.143 -0.943 3.952 -0.020
H -0.210 -2.932 2.931 0.297
C 0.946 2.633 -3.742 -0.685
C -0.551 2.940 -3.831 -0.323
O -1.021 3.532 -2.645 -0.486
H 1.227 1.910 -2.977 -0.007
H 1.444 3.598 -3.655 0.301
H 1.289 2.156 -4.668 0.388
H -1.126 2.030 -4.063 0.240
H -0.801 3.586 -4.675 0.285
H -0.969 2.885 -1.933 0.261
```

***

Computed, not measured: C24H68N11O14Sr as an isolated structure, with wB97M-V/def2-TZVPD.

Values from the calculation:
* HOMO: -10.378 eV
* total charge: +1
* LUMO: -4.33 eV
* 2S+1: 1
* Kohn-Sham gap: 6.0 eV
* calculated total energy: -2641.56174 a.u.

```
118
Properties=species:S:1:pos:R:3:mulliken_charge:R:1
Sr -2.760 -2.982 -1.588 1.607
C -0.194 0.256 0.062 -1.058
C -0.871 -0.801 -0.742 0.856
O -0.491 -2.012 -0.672 0.167
O -1.942 -0.579 -1.387 -1.252
H 0.232 1.083 -0.502 0.329
H 0.553 -0.203 0.714 0.118
H -0.887 0.708 0.781 0.443
C -3.804 2.393 -1.199 0.343
O -4.503 3.378 -1.279 -0.642
N -2.658 2.269 -1.943 -0.111
N -4.141 1.243 -0.517 -0.242
H -2.301 3.085 -2.401 0.135
H -2.130 1.412 -1.980 0.011
H -3.455 0.509 -0.520 0.334
H -4.915 1.278 0.118 0.216
C 0.686 1.093 -4.479 0.421
O -0.140 1.095 -5.376 -0.699
N 0.565 1.824 -3.319 0.048
N 1.876 0.405 -4.560 -0.144
H -0.229 2.433 -3.295 0.115
H 1.332 1.862 -2.669 -0.098
H 2.438 0.296 -3.727 -0.071
H 1.965 -0.239 -5.324 0.280
C 0.809 -3.642 2.114 0.188
O 1.094 -4.373 3.039 -0.656
N 1.280 -3.841 0.841 -0.063
N -0.077 -2.594 2.254 -0.018
H 1.642 -4.759 0.653 0.256
H 0.999 -3.216 0.101 -0.148
H -0.692 -2.336 1.509 0.079
H -0.350 -2.495 3.218 0.243
C 4.924 -0.597 2.828 0.533
O 5.719 -1.446 3.189 -0.667
N 3.563 -0.747 3.009 -0.228
N 5.276 0.659 2.415 -0.200
H 3.189 -1.604 3.365 0.169
H 2.943 -0.013 2.709 0.131
H 4.554 1.317 2.165 0.110
H 6.247 0.901 2.389 0.186
C 3.940 3.199 -3.168 -0.871
O 3.529 2.710 -1.900 -0.330
C 4.400 1.769 -1.323 -1.035
C 3.837 0.390 -1.064 -0.273
N 3.735 -0.468 -2.231 -0.380
C 2.928 -1.696 -2.026 0.519
C 3.253 -2.619 -3.174 -0.704
O 4.608 -2.975 -3.059 -0.418
C 5.094 -3.652 -4.195 -0.779
H 4.998 3.475 -3.188 0.322
H 3.357 4.069 -3.457 0.309
H 3.802 2.407 -3.912 0.298
H 4.725 2.082 -0.320 0.269
H 5.363 1.690 -1.839 0.541
H 2.929 0.417 -0.438 -0.207
H 4.416 -0.087 -0.250 0.724
H 4.661 -0.824 -2.453 0.352
H 1.893 -1.364 -1.910 -0.782
H 3.189 -2.167 -1.064 0.687
H 2.984 -2.126 -4.118 0.243
H 2.687 -3.563 -3.118 0.482
H 6.031 -4.139 -3.934 0.277
H 5.268 -2.963 -5.028 0.306
H 4.415 -4.443 -4.538 0.292
C -0.133 4.184 2.761 -0.399
O -1.073 4.261 1.722 -0.320
C -2.326 3.687 1.938 -0.335
C -3.213 4.538 2.840 -0.364
N -4.492 3.881 3.064 -0.259
C -5.203 4.357 4.237 -0.632
C -5.515 5.830 4.138 -0.367
O -6.405 6.151 5.187 -0.331
C -6.286 7.453 5.674 -0.701
H 0.452 3.267 2.590 -0.176
H -0.535 4.097 3.773 0.356
H 0.558 5.021 2.702 0.335
H -2.245 2.646 2.301 0.234
H -2.884 3.582 1.002 0.042
H -3.330 5.494 2.331 0.220
H -2.728 4.651 3.823 0.374
H -4.355 2.881 3.124 0.202
H -4.645 4.115 5.155 0.297
H -6.186 3.890 4.332 0.377
H -5.982 6.064 3.171 0.259
H -4.630 6.478 4.171 0.315
H -6.841 7.546 6.606 0.263
H -6.793 8.180 5.011 0.282
H -5.271 7.844 5.789 0.311
C -0.404 -2.379 -4.032 -0.387
O -1.059 -3.534 -3.441 -0.505
C -0.173 -4.556 -2.992 0.421
C -0.904 -5.609 -2.171 -1.258
N -1.467 -5.119 -0.883 0.225
C -2.108 -6.264 -0.190 -0.770
C -2.717 -5.814 1.105 -0.310
O -1.687 -5.658 2.027 -0.232
C -2.150 -5.305 3.317 -0.902
H -1.148 -1.592 -4.103 0.228
H -0.070 -2.673 -5.029 0.482
H 0.468 -2.105 -3.444 -0.077
H 0.656 -4.217 -2.364 -0.218
H 0.154 -5.096 -3.885 0.515
H -0.147 -6.367 -1.931 0.400
H -1.668 -6.117 -2.764 0.479
H -0.623 -4.921 -0.338 -0.342
H -1.350 -7.032 -0.001 0.354
H -2.818 -6.767 -0.852 0.474
H -3.507 -6.485 1.466 0.532
H -3.237 -4.838 0.975 -0.036
H -2.708 -4.358 3.254 0.327
H -1.305 -5.130 3.977 0.245
H -2.805 -6.081 3.721 0.379
O 1.278 3.480 -0.345 -0.540
H 0.551 3.501 -0.974 0.274
H 2.062 3.210 -0.866 0.485
O 2.811 2.259 1.684 -0.484
H 2.698 3.019 2.264 0.227
H 2.045 2.309 1.087 0.168
```

***

Computed, not measured: C24H68N6O8Ti as an isolated structure, with wB97M-V/def2-TZVPD.

Values from the calculation:
* HOMO (spin up / spin down): -0.448 / -5.343 eV
* total charge: -1
* LUMO (spin up / spin down): 2.50 / 2.50 eV
* 2S+1: 4
* Kohn-Sham gap (spin up / spin down): 3.0 / 7.8 eV
* energy above the lowest of the compared OMol25 structures with the same formula, charge and spin: 0.0 kcal per mole
* calculated total energy: -2735.01502 a.u.

```
107
Properties=species:S:1:pos:R:3:mulliken_charge:R:1
Ti 0.392 -0.804 0.239 1.234
O 2.353 -0.821 1.487 -0.847
H 2.958 -0.226 1.935 -0.092
O 1.759 -0.391 -1.603 -1.090
H 1.314 -0.323 -2.457 -0.132
C -1.553 2.358 2.742 -1.692
C -0.120 1.996 2.377 1.264
C 0.852 2.608 3.369 -0.622
O 1.045 3.986 3.118 -0.381
C 2.044 4.555 3.911 -0.744
N -0.001 0.524 2.365 0.491
H -1.880 2.106 3.751 0.369
H -2.273 2.059 1.978 0.125
H -1.630 3.458 2.678 0.431
H 0.069 2.366 1.375 -0.645
H 1.811 2.066 3.305 0.361
H 0.506 2.460 4.407 0.385
H 2.926 3.908 3.981 0.314
H 1.719 4.802 4.933 0.305
H 2.327 5.505 3.453 0.233
H -0.234 0.225 3.312 -0.046
H 0.996 0.255 2.257 0.169
C -0.042 -4.480 -4.270 -1.621
C 0.577 -3.156 -3.849 0.435
C -0.212 -1.991 -4.455 -0.247
O -1.592 -2.036 -4.131 -0.250
C -2.446 -2.117 -5.239 -0.925
N 0.668 -3.133 -2.392 -0.445
H -0.081 -4.613 -5.360 0.392
H -1.055 -4.585 -3.877 0.254
H 0.551 -5.323 -3.914 0.376
H 1.581 -3.066 -4.278 0.485
H -0.023 -1.955 -5.537 0.794
H 0.178 -1.041 -4.066 -0.610
H -3.466 -2.290 -4.900 0.239
H -2.138 -2.931 -5.906 0.317
H -2.457 -1.192 -5.834 0.271
H -0.269 -3.184 -2.005 0.050
H 1.009 -2.197 -2.115 0.247
C 0.112 -5.443 2.209 -1.750
C 0.316 -3.934 2.154 2.148
C 0.144 -3.262 3.498 -0.306
O -1.225 -3.288 3.879 -0.342
C -1.488 -2.471 4.978 -0.617
N 1.639 -3.648 1.554 -0.551
H 0.809 -5.929 2.897 0.478
H 0.202 -5.828 1.194 0.408
H -0.891 -5.662 2.589 0.322
H -0.379 -3.486 1.433 -1.600
H 0.505 -2.228 3.398 -0.019
H 0.722 -3.771 4.287 0.461
H -0.870 -2.751 5.843 0.301
H -2.545 -2.524 5.239 0.272
H -1.282 -1.412 4.744 0.097
H 2.316 -4.199 2.088 0.336
H 1.908 -2.679 1.792 0.027
C -3.051 -3.420 -0.313 -1.461
C -3.025 -1.904 -0.323 -0.016
C -3.061 -1.266 1.053 0.594
O -4.278 -1.596 1.700 -0.472
C -4.444 -0.858 2.881 -0.509
N -1.814 -1.445 -1.011 0.871
H -3.935 -3.774 0.223 0.456
H -2.154 -3.826 0.155 0.012
H -3.132 -3.826 -1.326 0.376
H -3.909 -1.556 -0.885 0.507
H -2.978 -0.186 0.872 -0.002
H -2.244 -1.659 1.667 -0.330
H -4.713 0.183 2.626 0.290
H -3.540 -0.777 3.497 0.089
H -5.255 -1.303 3.454 0.280
H -1.797 -1.790 -1.969 -0.341
H -1.772 -0.434 -1.140 -0.170
C -2.463 2.531 -1.742 -1.799
C -1.210 1.796 -2.185 0.978
C -0.295 2.689 -3.027 -0.664
O -0.808 3.006 -4.302 -0.493
C -0.820 1.914 -5.184 -0.608
N -0.468 1.305 -1.006 0.492
H -3.183 1.839 -1.301 0.283
H -2.970 2.899 -2.647 0.460
H -2.312 3.417 -1.126 0.292
H -1.540 0.929 -2.770 -0.063
H 0.680 2.190 -3.119 0.377
H -0.131 3.622 -2.482 0.353
H 0.075 1.291 -5.080 0.248
H -0.860 2.313 -6.197 0.344
H -1.707 1.290 -5.024 0.191
H -0.122 2.133 -0.524 -0.133
H 0.414 0.886 -1.352 -0.370
C 3.573 3.608 -1.614 -1.411
C 3.699 2.770 -0.353 0.572
C 3.887 3.638 0.869 -0.744
O 5.106 4.351 0.764 -0.376
C 5.205 5.389 1.698 -0.717
N 2.411 2.055 -0.177 0.257
H 2.580 4.021 -1.771 0.176
H 3.882 3.047 -2.503 0.333
H 4.304 4.429 -1.649 0.409
H 4.503 2.034 -0.449 0.440
H 3.896 3.045 1.796 0.377
H 3.020 4.311 0.945 0.315
H 4.377 6.109 1.656 0.296
H 6.162 5.885 1.529 0.286
H 5.229 5.008 2.735 0.257
H 2.359 1.267 -0.845 0.120
H 2.474 1.555 0.712 -0.464
```

***

Computed, not measured: C24H68N6O8Ti as an isolated structure, with wB97M-V/def2-TZVPD.

Values from the calculation:
* HOMO (spin up / spin down): -0.051 / -4.629 eV
* total charge: -1
* LUMO (spin up / spin down): 2.40 / 2.38 eV
* 2S+1: 4
* Kohn-Sham gap (spin up / spin down): 2.5 / 7.0 eV
* energy above the lowest of the compared OMol25 structures with the same formula, charge and spin: 71.9 kcal per mole
* calculated total energy: -2734.90048 a.u.

```
107
Properties=species:S:1:pos:R:3:mulliken_charge:R:1
Ti -0.221 0.518 -1.059 1.297
O 0.498 -0.573 -3.085 -1.043
H 1.224 -0.211 -3.629 -0.056
O 0.258 2.522 -1.783 -1.002
H 1.229 2.538 -1.890 0.045
C 2.516 -1.465 2.403 -1.747
C 1.007 -1.404 1.938 0.387
C 0.088 -0.875 3.030 -0.713
O 0.168 -1.767 4.126 -0.530
C -0.653 -1.262 5.179 -0.776
N 0.958 -0.472 0.851 1.626
H 2.729 -2.271 3.106 0.420
H 2.972 -0.564 2.812 0.255
H 3.128 -1.720 1.538 0.481
H 0.655 -2.393 1.640 0.414
H -0.966 -0.851 2.755 0.430
H 0.410 0.118 3.342 0.601
H -0.476 -1.696 6.163 0.318
H -1.626 -1.724 5.013 0.274
H -0.611 -0.184 5.337 0.290
H 1.280 0.406 1.233 -0.946
H 1.777 -0.637 0.282 -0.457
C -3.725 1.980 -4.514 -1.765
C -2.899 0.917 -3.838 1.755
C -3.771 -0.344 -3.499 -0.487
O -4.966 -0.005 -2.840 -0.285
C -6.053 -0.924 -3.033 -0.879
N -1.886 0.506 -4.849 -0.600
H -4.724 2.070 -4.087 0.322
H -3.882 1.709 -5.557 0.387
H -3.219 2.945 -4.539 0.407
H -2.449 1.254 -2.904 -0.725
H -3.221 -1.076 -2.908 -0.092
H -4.007 -0.877 -4.420 0.639
H -6.903 -0.610 -2.428 0.234
H -5.723 -1.915 -2.721 0.298
H -6.294 -0.976 -4.095 0.317
H -2.424 0.297 -5.678 0.300
H -1.436 -0.327 -4.497 0.146
C -1.829 -4.061 -2.369 -1.798
C -1.781 -3.272 -1.062 1.917
C -2.206 -4.047 0.159 -1.179
O -1.939 -3.244 1.325 0.005
C -2.022 -3.918 2.526 -0.760
N -0.481 -2.730 -0.960 -0.417
H -0.978 -4.729 -2.502 0.445
H -1.724 -3.468 -3.277 0.324
H -2.734 -4.661 -2.465 0.420
H -2.462 -2.425 -1.146 -0.862
H -1.534 -4.905 0.134 0.467
H -3.229 -4.423 0.154 0.369
H -3.055 -4.169 2.764 0.285
H -1.694 -3.434 3.446 0.053
H -1.367 -4.773 2.359 0.396
H -0.387 -2.262 -0.069 -0.326
H -0.249 -2.151 -1.754 0.178
C -4.163 1.675 0.089 -1.786
C -2.651 1.485 0.228 0.315
C -1.968 1.901 1.569 0.234
O -1.786 3.286 1.693 -0.426
C -1.367 3.764 2.934 -0.770
N -2.463 0.064 -0.059 0.024
H -4.790 1.005 0.677 0.310
H -4.473 1.639 -0.955 0.309
H -4.348 2.683 0.461 0.548
H -2.211 2.043 -0.599 -0.074
H -0.964 1.496 1.696 -0.459
H -2.605 1.602 2.401 0.692
H -1.209 4.839 2.851 0.274
H -0.400 3.367 3.241 0.217
H -2.159 3.531 3.646 0.339
H -2.868 -0.343 0.772 0.193
H -3.130 -0.193 -0.772 -0.109
C 3.411 0.922 -1.476 -0.645
C 3.790 -0.552 -1.827 0.299
C 5.093 -1.187 -1.258 -1.027
O 5.255 -2.511 -1.776 -0.333
C 6.281 -3.088 -0.998 -0.804
N 2.687 -1.427 -1.450 -0.182
H 2.599 1.237 -2.131 0.164
H 4.246 1.621 -1.532 0.567
H 3.209 1.121 -0.424 -0.104
H 3.822 -0.622 -2.914 0.420
H 5.064 -1.230 -0.169 0.323
H 6.010 -0.659 -1.516 0.445
H 5.887 -3.461 -0.053 0.307
H 7.162 -2.473 -0.817 0.317
H 6.652 -3.969 -1.522 0.279
H 1.922 -1.022 -1.971 -0.323
H 2.857 -2.354 -1.812 0.345
C 1.904 4.822 1.268 -1.640
C 2.339 3.391 0.986 0.366
C 3.107 2.771 2.200 -0.425
O 4.350 3.422 2.397 -0.449
C 4.952 2.980 3.573 -0.845
N 1.186 2.615 0.805 0.512
H 1.231 4.871 2.124 0.245
H 1.564 5.336 0.369 0.399
H 2.710 5.488 1.576 0.432
H 2.997 3.345 0.118 0.246
H 3.334 1.715 2.054 0.025
H 2.464 2.700 3.077 0.544
H 5.079 1.904 3.700 0.276
H 4.215 3.288 4.315 0.326
H 5.816 3.539 3.933 0.342
H 0.896 2.669 -0.161 0.120
H 0.370 2.966 1.287 -0.410
```